# 1
A structure of composition C37H33N5O5PdS at a distorted geometry. Source: the Open Molecules 2025 dataset; level of theory: the ωB97M-V functional and the def2-TZVPD basis.

Geometry as ORCA input:
```
! wB97M-V def2-TZVPD RIJCOSX def2/J DEFGRID3
* xyz -2 1
Pd -0.32894 -1.32056 -0.50964
O 3.16461 -2.82711 -2.78757
S 2.23385 -2.26562 -1.81085
O 2.11127 -0.82587 -1.88931
N 0.79339 -2.90825 -1.85415
C 0.48529 -4.16781 -1.47626
C 1.38162 -5.22949 -1.33233
C 0.94403 -6.49192 -0.92181
C -0.38130 -6.75751 -0.67854
C -1.33830 -5.72858 -0.82868
C -2.72398 -5.92811 -0.63281
C -3.57800 -4.86608 -0.78094
C -3.05308 -3.60640 -1.10192
N -1.77268 -3.37468 -1.29859
C -0.91588 -4.42391 -1.19818
C 3.02305 -2.63212 -0.21929
C 2.32283 -2.55777 0.97454
C 2.99112 -2.78230 2.17088
C 4.34792 -3.07748 2.16898
C 5.04313 -3.15542 0.96840
C 4.37606 -2.93674 -0.22988
H 2.42895 -5.05441 -1.54246
H 1.67371 -7.28543 -0.79279
H -0.70349 -7.74321 -0.35797
H -3.08934 -6.91510 -0.36893
H -4.64933 -4.98726 -0.66411
H -3.71719 -2.75112 -1.19386
H 1.26268 -2.28297 0.94078
H 2.44491 -2.72223 3.10564
H 4.87408 -3.24478 3.10375
H 6.10294 -3.38557 0.96912
H 4.88395 -2.98987 -1.18490
C -1.47121 6.17759 -1.95180
O -1.96841 5.79375 -0.67809
C -0.97958 5.67246 0.27971
C -0.43677 6.78865 0.88887
C 0.56150 6.64617 1.84383
C 1.01973 5.37675 2.16385
C 0.48287 4.25245 1.55369
C -0.54146 4.38030 0.60936
N -1.11555 3.30914 -0.02392
C -0.80325 1.92742 0.18204
N -1.01413 1.54865 1.46534
C -1.08145 0.29470 2.13828
C -0.96752 -0.95792 1.51492
C -1.16785 -2.05106 2.38254
C -1.41391 -1.93080 3.74614
C -1.48068 -0.67238 4.32901
C -1.32709 0.43058 3.51175
O -1.42416 1.72099 4.06382
C -0.19004 2.18075 4.57449
N -0.43027 1.20444 -0.79539
C -0.15056 1.81886 -2.01108
C 1.01049 2.58761 -2.15463
C 1.29986 3.26691 -3.32497
C 0.41412 3.21446 -4.39189
C -0.73073 2.43691 -4.27843
C -1.01172 1.71914 -3.12250
O -2.19612 1.03678 -3.10136
C -2.12867 -0.36427 -2.76974
H -2.33156 6.22929 -2.61721
H -0.75448 5.44549 -2.33945
H -0.98483 7.15798 -1.91125
H -0.81399 7.76729 0.61608
H 0.98135 7.52230 2.32231
H 1.81599 5.25579 2.88802
H 0.86514 3.26764 1.78838
H -1.60606 3.51003 -0.87894
H -1.33571 2.29721 2.05823
H -1.12818 -3.05518 1.96669
H -1.54084 -2.81451 4.36684
H -1.64814 -0.53878 5.39257
H -0.32428 3.22854 4.84978
H 0.60654 2.10365 3.82632
H 0.11323 1.60763 5.45815
H 1.68744 2.63886 -1.31063
H 2.21485 3.84293 -3.40427
H 0.61624 3.75574 -5.30879
H -1.44464 2.37559 -5.09154
H -3.14312 -0.65274 -2.50128
H -1.44275 -0.59381 -1.91661
H -1.79757 -0.93428 -3.64360
*
```

The value obtained for the HOMO energy (spin up / spin down) is 1.03 / 1.03 eV. As for the relative energy (zero: lowest compared OMol25 entry of this formula, charge and spin): 0.0 kJ/mol. The calculation puts the strongest force on any atom at 1.58 eV/Å. As for the LUMO energy (spin up / spin down): 4.13 / 4.13 eV. Its energy is -2605.7108 a.u.

# 2
A structure of composition C24H34Br3CoGeN2O3Si3 at a distorted geometry. Source: the Open Molecules 2025 dataset; level of theory: the ωB97M-V functional and the def2-TZVPD basis.

Geometry as ORCA input:
```
! wB97M-V def2-TZVPD RIJCOSX def2/J DEFGRID3
* xyz 1 6
Co -0.08011 0.74506 0.37339
Br -3.27986 4.68208 0.75876
C -1.46006 4.30318 0.91983
C -0.58369 5.26794 1.38033
C 0.81739 5.27356 1.48021
Br 1.54879 6.88572 2.13095
C 1.79294 4.25216 1.10424
C 3.12103 4.45871 0.74800
C 3.89000 3.39464 0.28048
C 3.32444 2.14172 0.14775
N 2.04756 1.91820 0.50736
C 1.37668 2.93844 0.99455
C -1.02515 2.95335 0.41102
O -1.78668 1.87085 0.43863
H -1.05497 6.19040 1.69388
H 3.54511 5.45115 0.80327
H 4.92122 3.54847 -0.00693
H 3.88307 1.29867 -0.24060
Br -3.77535 4.52967 -5.13489
C -2.89447 3.29605 -4.02340
C -3.04226 1.93702 -4.24508
N -2.41644 1.02461 -3.49899
C -1.65269 1.45219 -2.50598
C -1.45913 2.79339 -2.19739
C -2.09245 3.73698 -2.99067
C -0.53659 3.27456 -1.10359
O 0.45497 3.89137 -1.37852
O 0.11808 2.59512 1.37802
H -3.67982 1.57282 -5.04195
H -1.16238 0.67182 -1.93957
H -1.96775 4.79761 -2.79847
C -2.64352 -1.59740 2.45428
Si -2.25148 -2.38081 0.82487
C -2.24051 -4.22484 0.86349
C -3.20751 -1.64033 -0.56810
Ge 0.13669 -1.53897 0.54419
Si 1.57121 -2.35348 2.31355
C 0.88933 -1.60397 3.88150
C 1.60990 -4.20690 2.42945
C 3.26609 -1.66167 1.96492
Si 0.79307 -2.61054 -1.59936
C 2.47415 -1.83042 -1.77608
C 0.87036 -4.45225 -1.42284
C -0.33445 -2.12997 -2.98490
H -3.72640 -1.67306 2.61596
H -2.37548 -0.53631 2.45751
H -2.13166 -2.09330 3.28149
H -3.26058 -4.57889 1.06650
H -1.58651 -4.60595 1.65193
H -1.91995 -4.64701 -0.09103
H -4.27668 -1.83561 -0.41552
H -2.92028 -2.05460 -1.53581
H -3.06343 -0.55419 -0.59675
H 0.01714 -2.15650 4.24436
H 0.59313 -0.56303 3.72264
H 1.64645 -1.62206 4.67348
H 0.61492 -4.62282 2.61275
H 2.25440 -4.50246 3.26626
H 2.01159 -4.66683 1.52400
H 3.21060 -0.58478 1.77311
H 3.73900 -2.14375 1.10483
H 3.91516 -1.81849 2.83382
H 3.19794 -2.28324 -1.09443
H 2.44185 -0.75310 -1.58046
H 2.82644 -1.97760 -2.80407
H 1.54288 -4.75937 -0.61982
H 1.24058 -4.88814 -2.35983
H -0.11749 -4.87479 -1.22612
H -0.31871 -1.05530 -3.18845
H -1.37006 -2.41702 -2.79014
H -0.00961 -2.64779 -3.89583
*
```

The value obtained for the HOMO energy (spin up / spin down) is -10.09 / -11.61 eV. The calculation puts the strongest force on any atom at 1.58 eV/Å. As for the LUMO energy (spin up / spin down): -2.92 / -5.88 eV. Its energy is -13320.1069 a.u.

# 3
An isolated molecule of C11H15N at a distorted geometry. Source: the Open Molecules 2025 dataset; level of theory: the ωB97M-V functional and the def2-TZVPD basis.

Geometry as ORCA input:
```
! wB97M-V def2-TZVPD RIJCOSX def2/J DEFGRID3
* xyz 0 1
C -2.03353 -0.76537 1.03624
C -0.63970 1.89406 0.18691
C -1.38315 -0.78295 -0.07101
C 1.49218 -0.98258 -0.07213
C 0.22084 -0.31712 0.04038
C 0.38235 1.00109 0.84651
C 0.40633 1.06976 -0.59760
C -1.91970 -1.04194 -1.46677
C 1.25478 -2.47359 -0.18637
C 1.30438 1.23193 1.98538
C 1.25076 1.51353 -1.72735
N -2.39239 -0.65979 2.25063
H -1.67948 1.73680 0.02771
H -0.49924 2.96793 0.29694
H -1.36754 -0.34461 -2.13771
H -3.04258 -0.80464 -1.42496
H -1.98717 -2.08252 -1.74318
H 2.16975 -3.08027 0.02861
H 0.94624 -2.62763 -1.27111
H 0.38406 -2.90770 0.48215
H 1.39476 2.31160 2.14086
H 2.39807 0.89806 1.74609
H 0.89740 0.60762 2.74415
H 1.26619 2.54240 -1.56884
H 1.18214 1.43711 -2.80517
H 2.38039 1.13187 -1.63099
H -2.38613 -1.47305 2.89062
*
```

The value obtained for the HOMO energy is -8.29 eV. As for the relative energy (zero: lowest compared OMol25 entry of this formula, charge and spin): 847.0 kJ/mol. The calculation puts the strongest force on any atom at 4.77 eV/Å. As for the LUMO energy: 0.12 eV. Its energy is -482.5926 a.u.